Entry 1:
{"formula": "C7H5F3NO2", "method": "the ωB97M-V functional and the def2-TZVPD basis", "elements": ["F", "C", "C", "H", "C", "C", "O", "O", "C", "H", "H", "F", "H", "N", "H", "C", "C", "F"], "xyz": [[-1.7311, -2.1387, -0.4467], [1.9841, -0.9180, 0.6461], [1.5523, 1.2442, -0.3944], [1.8687, 2.3182, -0.6667], [-2.9819, 0.5231, 1.0208], [0.7302, -1.2740, 0.3373], [-2.1792, -0.1831, 1.4321], [-3.7763, 1.2349, 0.6140], [0.1479, 0.8711, -0.8466], [0.1476, 0.8702, -1.8974], [3.3489, 0.8901, 0.4472], [-0.7613, 1.6334, -0.2178], [2.4687, -1.6805, 1.2652], [-0.1684, -0.5242, -0.4354], [0.5127, -2.2517, 0.7569], [-1.3939, -0.8744, -0.5732], [2.4455, 0.4221, 0.1960], [-2.2145, -0.1628, -1.2374]], "forces_ev_per_angstrom": [[0.01, 1.89, 0.38], [-0.83, 0.94, -0.81], [0.92, 1.07, -0.51], [-0.71, -1.87, 0.42], [-1.81, 1.67, 0.16], [1.74, -1.60, 1.12], [1.68, -1.80, 0.91], [-0.58, 0.48, -0.32], [2.51, -0.55, 2.12], [-0.85, 0.56, -1.53], [1.40, -0.06, 0.40], [-0.51, 0.99, -0.28], [0.50, 0.87, -0.33], [-0.02, 0.28, 0.47], [-1.27, 0.25, -0.58], [0.40, -2.98, -1.53], [-2.34, 0.05, -0.04], [-0.24, -0.17, -0.05]], "total_energy_ha": -774.25495, "homo_lumo_gap_ev": [8.5, 8.5], "lumo_ha": [-0.1927, -0.1927], "total_charge": 1, "de_lowest_kcal_mol": 0.0}

---

Entry 2:
{"formula": "C7H5N4O2S", "method": "the ωB97M-V functional and the def2-TZVPD basis", "elements": ["S", "C", "N", "O", "O", "C", "H", "C", "H", "H", "N", "C", "N", "C", "H", "C", "C", "H", "N"], "xyz": [[-1.3980, -1.4456, 0.0132], [1.3143, -1.4715, -0.0740], [-3.5431, 0.5147, 0.0376], [-1.4960, -2.0250, 1.2923], [-1.8909, -2.2445, -1.0617], [1.0886, 1.6225, -0.0233], [1.4021, -2.0715, 0.8637], [0.0965, -0.6085, -0.2730], [3.3768, -0.7971, 0.0967], [3.2647, 1.5308, 0.1894], [-2.1982, 2.2393, 0.0394], [2.4556, -0.4585, -0.0477], [-3.4556, 1.7860, 0.0133], [2.2749, 0.8848, 0.0114], [0.9110, 2.6255, -0.1900], [-1.4318, 1.1380, 0.0412], [-0.0427, 0.8104, -0.0475], [1.5503, -2.1072, -0.9631], [-2.2786, 0.0774, 0.0820]], "forces_ev_per_angstrom": [[0.89, 1.40, -1.39], [1.56, 0.88, -0.80], [0.18, -0.71, 0.02], [-0.25, -0.98, 2.17], [-0.32, -0.07, -0.64], [-2.92, -2.22, 0.23], [-0.56, 0.04, -0.50], [-1.58, -0.21, 0.87], [3.87, -1.53, 0.45], [-2.02, -1.47, -0.61], [1.34, -0.85, -0.28], [-4.00, 2.18, 0.00], [-0.88, 0.81, 0.24], [4.08, 1.08, 0.35], [0.42, 2.09, 0.14], [-2.39, 0.85, 0.04], [2.16, -1.61, -0.66], [-0.61, -0.16, 0.73], [1.05, 0.46, -0.37]], "total_energy_ha": -1037.36934, "homo_lumo_gap_ev": 6.8, "lumo_ha": 0.1314, "total_charge": -1, "de_lowest_kcal_mol": 0.0}

---

Entry 3:
{"formula": "C7H5NO2S2", "method": "the ωB97M-V functional and the def2-TZVPD basis", "elements": ["S", "C", "O", "C", "C", "N", "H", "H", "S", "C", "C", "C", "O", "C", "H", "H", "H"], "xyz": [[2.1674, 1.0855, 0.0691], [-0.5858, 0.2798, -0.0499], [-0.2824, -4.2494, -0.8321], [-1.5950, -1.7099, 1.2440], [-0.8746, -1.0247, 0.0819], [0.3837, 2.5099, -1.6041], [-1.0341, 1.1061, 0.5667], [1.0664, 4.5119, -1.1000], [0.6110, 0.9963, -1.4463], [-1.3939, -2.9915, 0.9064], [1.2419, 3.3586, -0.8835], [2.2374, 2.7854, -0.1256], [-0.4258, -1.9177, -0.8131], [-0.6581, -3.2382, -0.2745], [-1.7967, -1.1597, 2.1764], [2.8187, 3.4526, 0.6346], [-1.8800, -3.7950, 1.4499]], "forces_ev_per_angstrom": [[0.50, -0.96, -0.42], [-0.42, 1.00, -0.60], [-0.68, 2.12, 1.14], [2.74, 0.82, -2.27], [-0.48, 1.94, 1.41], [0.38, 1.32, -0.44], [0.69, -1.08, -0.49], [0.61, -2.74, 0.79], [-0.72, -1.43, 2.19], [-2.71, -0.94, 3.27], [0.08, 1.02, -0.18], [-0.70, 3.62, 1.04], [0.47, -1.84, -0.05], [1.08, -0.33, -2.96], [-0.60, -0.69, -0.75], [-0.85, -1.60, -1.70], [0.60, -0.22, 0.02]], "total_energy_ha": -1271.20310, "homo_lumo_gap_ev": 6.4, "lumo_ha": -0.0368, "total_charge": 0, "de_lowest_kcal_mol": 36.9}

---

> Number 1 is which compound?

C7H5F3NO2